[1]
DFT (ωB97M-V with the def2-TZVPD basis set) results for a 9-piece molecular cluster, C33H71BBr16N4O6P overall at a distorted geometry.

Output
- electronic energy (eV) = -1184261.4050
- lowest unoccupied orbital energy (eV) = -2.10
- charge = +1
- HOMO energy (eV) = -11.0

Structure (XYZ):
```
132
Properties=species:S:1:pos:R:3:forces:R:3
Br 5.6291 -7.8514 4.2864 0.0 0.0 0.0
Br -3.9211 4.1788 -4.2633 0.0 0.0 0.1
Br 0.7827 -5.2852 -2.4206 0.0 0.0 0.1
Br 4.8587 -5.4418 -0.2679 0.0 0.0 -0.1
Br 0.8450 2.9362 -8.0064 0.0 0.0 0.0
Br 2.9372 -11.5838 1.8770 0.0 0.1 0.0
Br 3.6320 -4.4975 2.9846 -0.1 0.0 0.1
Br 0.8707 -8.7422 -1.1928 -0.2 0.1 0.0
Br 0.7193 3.0780 -4.3213 -0.6 0.4 -2.2
Br -1.4236 -5.5960 2.4044 0.1 0.0 0.0
Br -0.3241 -2.4387 3.9061 0.0 0.1 0.0
Br 2.7086 -11.9911 -1.7744 0.1 -0.1 0.0
Br 3.4895 -9.1450 7.0076 0.0 0.0 0.0
Br -6.6338 7.8197 -6.8832 0.0 0.0 0.0
Br -6.3997 4.1458 -7.3327 0.0 0.1 0.1
Br -4.1807 6.3120 -1.2684 0.0 0.1 0.0
P 1.6094 2.2555 -1.4690 2.1 -1.6 -0.1
O 3.4172 3.5431 0.5599 0.1 0.0 0.1
O 2.2025 3.5972 -2.1012 -0.5 0.5 0.7
O 0.3504 1.6397 -2.2672 -0.5 0.8 1.2
O 0.9423 4.9950 5.2062 0.1 -0.1 -0.1
O 2.3029 2.6290 2.4337 0.0 0.3 0.0
O 0.4123 -0.2519 -0.3134 0.0 0.0 0.1
N 0.0150 3.9555 0.1744 0.5 0.1 -1.5
N -1.8492 3.8600 -1.3456 -0.3 0.1 0.0
N 2.7006 1.1641 -1.3698 -0.2 0.1 0.3
N -1.2933 2.1818 0.2078 0.7 -1.3 -1.4
C 1.3807 4.3922 -5.5971 -0.2 0.0 0.1
C -2.9479 1.2115 2.8875 -0.3 0.0 0.0
C -3.3439 -0.9662 1.5930 -0.2 0.0 0.2
C 0.3239 0.3396 0.9639 -0.8 -0.4 -0.4
C 1.5169 5.7292 4.1377 -0.3 0.3 0.2
C 1.4362 -12.1649 0.7845 0.0 -0.1 0.2
C -2.2874 1.2335 -0.3198 -0.9 0.3 -0.1
C 0.4650 6.0125 3.0747 0.3 0.2 -0.1
C -7.5801 6.6451 -8.1151 -0.1 0.1 0.1
C 1.8792 -13.0347 -0.3615 0.0 0.1 -0.1
C 2.1184 -6.6717 -2.6999 0.0 0.1 -0.1
C -0.3464 -5.2933 3.9922 -0.1 -0.1 -0.1
C 5.2849 -3.8571 0.7654 0.1 -0.1 -0.1
C 1.3231 -2.4133 0.4767 0.0 -0.2 0.0
C -1.1004 3.3548 -0.3603 -0.1 0.6 0.8
C -4.0335 6.8128 -3.1511 -0.1 0.1 0.1
C 1.4941 -8.0276 -2.8882 0.1 -0.1 0.1
C 5.3950 -4.1813 2.2310 -0.1 0.1 0.1
C 0.0688 6.3694 0.5714 0.5 0.3 0.0
C -3.6349 1.2752 0.4075 0.0 -0.2 0.2
C 1.7182 3.9181 5.6890 -0.1 -0.1 0.2
C -3.7143 0.5249 1.7414 0.1 -0.1 0.2
C 3.7760 -8.4344 4.2402 0.1 0.2 -0.1
C 0.0143 1.7978 0.8351 -0.1 0.9 1.0
C 0.2360 -1.6749 -0.2821 0.1 -0.1 -0.1
C -0.8277 -4.1030 4.7786 0.1 0.0 0.0
C -4.8220 5.8896 -4.0367 0.1 -0.1 -0.1
C -7.9382 5.3271 -7.4834 0.1 -0.1 -0.1
C 3.0306 -8.0319 5.4834 -0.1 -0.1 0.1
C 0.9842 2.8104 0.1750 0.1 -0.6 0.7
C 1.0666 6.4833 1.7465 -0.4 0.0 0.1
C 0.5289 4.4553 -6.8390 0.1 0.0 -0.2
C 0.4343 5.2428 -0.3963 -0.2 0.8 0.6
B 2.3028 3.0028 1.1052 -0.1 0.3 0.1
H 2.2364 -8.7355 -3.2520 0.0 0.0 0.0
H -2.4277 -1.2245 2.1231 0.2 0.0 -0.2
H -8.3457 5.4413 -6.4845 0.0 0.0 0.0
H 2.4101 4.1272 -5.8172 0.0 0.0 0.0
H -2.9759 6.8075 -3.3945 0.0 0.0 0.0
H 2.7797 -6.6511 -1.8412 0.0 0.0 0.0
H 0.9076 -3.3376 0.8779 0.1 -0.1 0.0
H -3.9560 2.3131 0.5288 0.0 0.0 0.0
H -0.0594 2.1720 1.8631 0.0 -0.2 0.1
H -0.3561 -4.0757 5.7581 0.0 0.0 0.0
H -4.4136 7.8298 -3.2066 -0.1 0.0 0.0
H -6.9418 6.5290 -8.9845 0.0 0.0 0.0
H 3.3423 -7.9501 3.3673 0.0 0.0 0.0
H -2.4999 1.5190 -1.3499 0.2 -0.1 0.0
H 1.3717 7.5264 1.8384 0.1 0.0 0.1
H 1.8480 6.6904 4.5461 0.3 0.0 -0.1
H -8.6513 4.7948 -8.1084 0.0 0.0 0.0
H -4.3591 0.8016 -0.2605 0.0 0.1 -0.1
H 0.7855 -12.7226 1.4539 0.0 0.0 0.0
H -2.0858 1.7810 2.5422 0.1 -0.1 0.0
H -5.8129 5.6751 -3.6503 0.0 0.0 0.0
H 2.4009 5.2295 3.7232 -0.1 -0.1 0.0
H -2.6199 0.4826 3.6286 0.1 0.0 0.0
H 2.6030 -13.7852 -0.0618 0.0 0.0 0.0
H 6.2302 -3.4825 0.3796 0.0 0.0 0.0
H 5.9763 -5.0760 2.4320 0.0 0.0 -0.1
H 1.2011 0.1979 1.5976 0.2 0.1 -0.3
H -4.9078 6.3038 -5.0388 0.0 0.0 0.0
H 3.2375 -7.0058 5.7716 0.0 0.0 0.0
H -0.1757 5.1425 2.9061 0.1 -0.1 0.1
H 0.9310 -11.2668 0.4459 0.0 0.0 0.0
H 0.0832 0.8785 -1.6997 0.2 -0.4 -0.2
H -0.5322 4.4582 -6.6098 0.0 0.0 0.0
H -1.9085 0.2170 -0.3610 0.3 0.1 0.2
H 2.6662 -6.3679 -3.5888 0.0 0.0 0.0
H -3.6069 1.9061 3.4093 0.1 0.1 0.0
H 3.7896 -9.5082 4.0892 0.0 0.0 0.0
H -0.9449 6.2299 0.9541 -0.1 0.0 -0.1
H 0.6427 -8.0165 -3.5602 0.0 0.0 0.0
H 2.1575 -2.6613 -0.1770 0.0 0.0 0.0
H 5.8185 -3.3421 2.7780 -0.1 0.0 0.0
H 1.7903 3.1933 3.0264 -0.1 -0.3 0.0
H 0.6787 -5.1771 3.6533 0.0 0.0 0.0
H 1.4251 2.9725 5.2157 0.1 0.0 -0.1
H -0.7597 -1.8832 0.1268 0.0 0.0 0.1
H 3.6108 1.4080 -1.7335 0.1 -0.1 0.3
H -0.1703 6.8143 3.4550 -0.3 -0.2 0.0
H -8.4800 7.1886 -8.3921 0.0 0.0 0.0
H -0.5140 -0.1338 1.4982 0.0 0.1 0.1
H 4.1362 3.5834 1.2063 -0.1 0.0 -0.1
H -0.4351 -6.1988 4.5883 0.0 0.0 0.0
H 2.7900 4.0821 5.5571 0.0 0.0 -0.1
H -1.9641 3.3098 -2.1850 -0.4 -0.1 0.2
H 0.0876 7.3157 0.0289 -0.1 -0.1 -0.2
H 1.5296 3.8089 6.7559 0.0 0.0 0.0
H 1.9606 -8.1655 5.3372 0.0 0.0 0.0
H -4.1190 -1.5779 2.0551 0.0 -0.1 0.0
H 1.0197 -13.5189 -0.8190 0.0 0.0 0.0
H 1.5111 5.2523 -0.5333 0.0 -0.2 -0.1
H 1.3561 5.3486 -5.0772 0.0 0.0 0.0
H 0.7776 5.3339 -7.4298 0.0 0.0 0.0
H 1.7212 -1.8545 1.3224 -0.1 0.0 0.0
H 4.4989 -3.1376 0.5590 0.0 0.1 0.1
H -3.2726 -1.2883 0.5531 0.0 0.0 0.0
H -0.0259 5.4310 -1.3668 0.0 -0.3 -0.1
H 0.2436 -1.9960 -1.3222 -0.1 0.1 0.0
H -4.7637 0.5481 2.0396 -0.1 0.1 -0.1
H -1.9060 -4.0808 4.8954 0.0 0.0 0.0
H 1.9785 5.9260 1.5081 0.0 -0.1 0.0
H 3.1198 3.4279 -2.3529 -0.1 0.0 0.0
H -2.2643 4.7835 -1.3374 0.3 0.0 0.0
```
Forces are in eV/Å.

=====

[2]
DFT (ωB97M-V with the def2-TZVPD basis set) results for a 4-piece molecular cluster, C33H71O16P overall at a distorted geometry.

Output
- electronic energy (eV) = -77406.0806
- lowest unoccupied orbital energy (eV) = -0.11
- charge = 0
- SMILES = CCOP(=O)(CC[C@@](CCOC=O)(CC(C)C)OC=O)OCC.COCCOCCOC.COCCOCCOC.COCCOCCOC
- HOMO energy (eV) = -8.8

Structure (XYZ):
```
121
Properties=species:S:1:pos:R:3:forces:R:3
P 0.1801 -3.0644 -2.8019 -0.5 -1.5 -6.7
O -6.0418 5.1633 0.4675 0.6 -0.2 0.4
O 2.5225 7.8758 -4.0175 -0.7 -0.1 0.2
O 7.5234 -1.7011 -2.8551 -8.6 -2.6 -1.9
O -7.4730 3.1176 -1.0866 0.4 -0.6 -0.3
O 4.7742 6.9202 -2.3850 0.0 0.2 0.7
O 3.4723 2.9555 -0.3423 7.0 -5.0 2.8
O -1.4066 -2.4240 -2.4784 3.8 0.0 1.3
O 5.5223 -2.7706 -2.0464 0.6 2.7 -2.1
O -3.4379 -7.5879 4.4991 0.4 -0.1 -0.7
O -1.5722 -5.4152 3.4418 -0.3 0.0 0.1
O -3.6619 -4.8792 5.6221 0.6 0.5 -0.1
O -4.5795 2.5729 -0.2802 -0.2 0.2 -0.1
O 0.3371 -3.2160 -4.3924 -0.5 0.5 6.0
O 0.2577 -4.6783 -2.1501 -1.1 3.8 1.0
O 2.0178 7.2325 -1.0763 0.1 0.0 -0.3
O 5.5797 1.6905 -0.7633 -3.0 -0.1 2.4
C 1.9134 8.7635 -3.0804 0.5 -0.2 0.1
C 4.8820 -4.5145 1.2535 -0.1 0.6 -0.6
C 2.3681 8.4925 -1.6399 0.2 0.2 0.0
C 3.0627 -2.6500 -2.5429 0.2 -0.2 -0.5
C -4.7536 5.0862 -0.1348 -0.4 -0.2 -0.5
C 5.7938 7.6252 -1.6968 -0.3 0.1 -0.4
C -0.1122 -6.3404 -0.2892 0.2 0.4 -0.1
C 4.4743 2.1889 0.1209 -4.4 3.3 -3.1
C 5.1220 -2.9106 0.9026 -0.9 -0.5 1.7
C -1.3557 -1.2301 -1.6045 -2.1 1.3 0.7
C -2.9098 -4.9300 3.2854 0.0 0.1 0.0
C 3.8664 -2.4342 -0.0371 0.7 0.8 0.0
C -1.3234 -6.3287 4.5055 0.1 -0.1 0.3
C -3.4774 -4.0990 4.4449 -0.3 -0.6 -0.2
C 4.1169 5.9323 -1.5973 -0.4 -0.1 -0.6
C 6.2361 -2.0608 -3.1183 6.8 1.8 3.0
C -0.3802 -4.7801 -0.8272 -0.2 -1.4 2.2
C -4.5894 3.8186 -0.9853 0.2 0.1 0.0
C 4.4027 -0.4239 -1.6619 -0.3 0.7 0.5
C -2.9368 -0.9697 -1.1254 -0.2 -0.4 -0.7
C 4.3142 -2.0590 -1.6043 -2.9 0.4 0.1
C -6.0150 5.4288 1.8600 -0.3 -0.2 -0.2
C -5.7598 2.2077 0.4279 -0.2 0.0 0.3
C -2.0164 -7.6957 4.4283 -0.3 0.4 0.3
C -4.1154 -8.2291 3.4291 -0.2 0.1 0.4
C 1.6261 -1.9170 -2.2491 -0.2 0.1 1.0
C 2.5886 6.0609 -1.6684 0.0 -0.2 0.2
C 5.0575 -2.1304 2.3805 1.2 0.2 -0.3
C 1.5945 7.1912 -4.8453 0.5 0.1 -0.1
C -7.0217 1.9472 -0.4057 0.1 0.5 0.2
C -7.6448 2.9373 -2.4842 -0.2 0.3 0.2
C -3.1030 -4.3041 6.7913 -0.1 -0.4 0.0
C 5.5916 0.2155 -0.6790 -0.9 -1.5 0.8
H -3.6109 3.8814 -1.4759 0.0 0.0 0.2
H 0.0968 -4.0798 -0.0019 -0.7 -1.1 -1.9
H -4.6631 5.9598 -0.7965 0.2 -0.2 0.0
H 0.4039 -6.3173 0.7782 -1.2 0.0 -2.3
H -1.6931 -8.2257 3.5266 -0.1 0.1 -0.1
H 3.4402 8.6759 -1.5213 -0.1 -0.1 -0.3
H -2.7955 -5.1216 7.4521 -0.1 0.1 -0.1
H 1.5486 -0.9245 -2.8647 -0.1 -2.0 1.1
H 4.8290 -5.1220 0.2323 0.3 1.1 2.3
H -5.5193 1.2714 0.9439 0.1 0.0 -0.2
H 3.2746 -2.5213 -3.7023 -0.4 -0.2 2.4
H 2.1657 5.2182 -1.1088 0.1 0.2 0.1
H 1.4155 7.7722 -5.7562 -0.2 -0.1 0.0
H 6.7532 7.1369 -1.8579 0.2 0.0 0.2
H -3.9499 5.1427 0.6053 -0.1 -0.1 0.1
H 5.7282 -4.9131 1.9788 -1.8 0.7 -1.6
H -6.8884 4.9448 2.3097 0.0 0.1 -0.1
H 2.2231 5.9397 -2.6861 0.3 0.1 -0.2
H -1.7056 -8.2950 5.2906 0.3 0.1 0.0
H -7.8308 1.6470 0.2685 0.1 -0.2 0.2
H -0.2439 -6.5168 4.4894 -0.1 0.0 -0.2
H -3.5753 -5.7472 3.0146 -0.1 0.0 0.3
H 0.6491 6.9875 -4.3336 0.0 0.1 0.0
H 2.0366 6.2303 -5.1248 0.0 0.1 0.0
H -3.0058 -0.6581 0.0033 0.2 -0.5 -2.3
H 1.8867 9.2458 -1.0063 -0.2 -0.2 0.0
H 5.5873 7.7184 -0.6229 0.0 -0.1 -0.1
H 3.8165 -4.5865 1.7831 2.4 0.1 -1.1
H -6.8453 1.1170 -1.0969 0.1 0.1 -0.1
H -4.4717 -3.7319 4.1521 0.2 0.1 -0.2
H -5.3136 3.7838 -1.7967 -0.2 0.2 0.1
H -6.0837 6.5013 2.0325 0.1 0.2 0.2
H 2.2246 9.7753 -3.3613 -0.1 0.1 0.2
H -3.4816 -0.1681 -1.8190 1.3 -1.7 1.7
H -5.1211 5.0191 2.3476 -0.1 0.1 -0.1
H -5.0575 -7.6989 3.2602 0.1 -0.1 0.1
H 6.1855 -2.6743 0.4754 -2.3 -0.7 0.4
H 5.7956 -1.7225 -4.1485 0.2 -1.1 2.1
H -1.5053 -5.8457 5.4703 -0.2 -0.2 -0.1
H -2.8392 -3.2288 4.6246 0.1 -0.1 0.1
H 4.4286 0.0293 -2.7551 0.3 -1.0 2.2
H 4.0494 -1.5596 2.5518 1.8 -1.4 -0.1
H -3.5218 -1.9912 -1.2833 1.3 2.1 0.5
H -1.1311 -6.9208 -0.2249 2.1 1.1 -0.2
H -2.2131 -3.6987 6.5764 -0.2 0.0 0.0
H -0.9972 -0.2896 -2.2380 -0.5 -2.1 1.5
H 3.4350 -1.4420 0.4637 0.9 -2.1 -1.3
H 5.2879 -0.0541 0.4352 0.7 0.3 -2.2
H -3.8543 -3.7060 7.3037 0.0 0.2 0.1
H 6.6441 -0.2704 -0.8565 -2.0 1.5 0.0
H 5.9267 -1.3149 2.4442 -1.9 -1.7 -0.2
H 2.9603 -3.1933 -0.0667 2.1 1.3 0.2
H 0.8208 8.7284 -3.1378 0.0 -0.2 0.0
H 1.4217 -1.6481 -1.1287 0.8 -0.5 -1.9
H 5.8410 8.6367 -2.1138 0.0 -0.1 0.0
H -6.9325 2.2206 -2.9037 0.0 0.0 0.1
H 4.4233 1.8938 1.2713 0.7 0.3 -2.5
H -8.6715 2.6169 -2.6904 0.1 -0.1 -0.2
H -0.7506 -1.3790 -0.6139 -0.8 0.1 -2.1
H -2.8804 -4.2790 2.4036 0.2 0.0 0.1
H -4.3412 -9.2647 3.7044 0.0 0.0 -0.2
H -3.5445 -8.2008 2.4961 0.1 0.0 0.1
H -1.5364 -4.5547 -0.8234 2.4 -0.4 -0.4
H 5.3132 -2.9235 3.2176 -0.8 1.8 -1.6
H 3.3828 -0.0212 -1.1890 2.1 -0.9 -1.2
H -5.9563 2.9235 1.2318 -0.2 0.1 -0.3
H 4.4428 5.9556 -0.5533 0.0 0.1 0.0
H 3.0240 -3.8272 -2.3590 0.0 2.6 -0.2
H 4.4009 4.9561 -2.0163 -0.2 0.0 0.3
H 0.6327 -6.8734 -1.0391 -1.7 1.1 1.5
H -7.4749 3.9016 -2.9722 -0.1 -0.1 0.1
```
Forces are in eV/Å.